No. 1
{
  "formula": "C13H20N2O",
  "method": "ωB97M-V with the def2-TZVPD basis set",
  "symbols": ["H", "C", "H", "H", "N", "C", "H", "H", "C", "C", "H", "C", "H", "H", "H", "H", "H", "H", "C", "C", "C", "H", "N", "C", "H", "H", "C", "H", "H", "C", "H", "C", "H", "O", "H", "C"],
  "coordinates": [[0.182, -2.853, 2.331], [0.830, -3.063, -0.257], [-1.117, -3.354, 1.352], [-1.026, 3.175, 0.179], [0.472, 1.150, -0.689], [-0.799, 1.065, -0.007], [0.539, -0.785, -1.188], [0.119, -3.771, -0.818], [0.831, 0.118, -1.645], [-2.704, -0.259, 0.811], [2.973, -0.595, -0.636], [-0.580, -2.441, 1.767], [0.030, 0.250, -2.341], [2.389, 1.088, -2.698], [1.498, -3.720, 0.379], [1.214, -2.479, -1.026], [0.781, -1.183, 0.759], [1.556, 0.561, 1.086], [2.938, 1.335, -0.291], [-1.497, -0.140, 0.097], [-1.348, 2.174, 0.512], [-4.301, 0.993, 1.699], [3.284, 0.222, -1.114], [-3.243, 0.919, 1.211], [-3.059, 3.082, 1.561], [2.298, -0.736, -2.738], [-2.596, 2.137, 1.163], [3.650, 1.403, 0.579], [3.165, 2.221, -0.919], [1.532, 1.328, 0.458], [-1.279, -1.741, 2.319], [0.032, -1.959, 0.518], [-3.203, -1.214, 0.977], [-0.994, -1.318, -0.303], [1.375, 2.220, 1.074], [2.251, 0.184, -2.149]],
  "largest_force_ev_per_a": 6.7,
  "smiles": "CC(C)Oc1ccccc1N1CCNCC1",
  "homo_ev": -8.12,
  "molar_mass_g_mol": 220.316,
  "e_tot_ha": -691.9769,
  "e_above_lowest_kcal_mol": 109.87,
  "total_charge": 0,
  "homo_lumo_gap_ev": 8.9634
}

No. 2
{
  "formula": "C13H20N2O3S",
  "method": "ωB97M-V with the def2-TZVPD basis set",
  "symbols": ["C", "N", "H", "H", "S", "C", "H", "H", "H", "C", "H", "C", "H", "O", "H", "N", "H", "H", "C", "H", "C", "H", "H", "H", "H", "H", "C", "C", "C", "H", "O", "C", "C", "H", "O", "C", "H", "C", "H"],
  "coordinates": [[-1.285, 0.781, -1.934], [2.169, -0.475, 2.505], [-0.999, 1.209, -2.882], [0.929, -1.617, 0.446], [-3.806, 1.617, -2.625], [3.366, -0.798, 1.952], [0.480, 0.725, 2.353], [1.577, 0.719, 0.950], [4.104, -3.422, 1.883], [3.932, -3.014, 2.876], [-4.056, 0.467, -0.038], [-2.094, -0.248, 0.512], [5.909, -0.211, 2.380], [-4.963, 1.985, -1.869], [0.669, 0.088, -1.403], [-4.271, 0.362, -3.627], [4.161, -1.139, 3.917], [-3.542, 0.033, -4.237], [6.778, -1.856, 3.449], [7.782, -1.576, 3.141], [-0.763, -0.357, 0.125], [2.882, -3.155, 3.129], [1.943, -0.813, 3.426], [5.904, -1.721, 1.483], [-2.409, -0.645, 1.466], [4.530, -3.574, 3.591], [1.106, 0.098, 1.715], [4.307, -1.529, 2.903], [0.254, -0.986, 1.028], [-0.236, -1.600, 1.786], [3.641, -0.527, 0.803], [-2.604, 0.869, -1.532], [5.757, -1.288, 2.473], [6.609, -1.466, 4.452], [-3.155, 2.580, -3.457], [-0.366, 0.167, -1.103], [6.729, -2.941, 3.487], [-3.020, 0.361, -0.318], [-4.765, -0.377, -3.158]],
  "largest_force_ev_per_a": 0.9,
  "smiles": "CC[C@H](C)C(=O)NCCc1ccc(S(N)(=O)=O)cc1",
  "homo_ev": -9.51,
  "molar_mass_g_mol": 284.381,
  "e_tot_ha": -1240.8103,
  "e_above_lowest_kcal_mol": 26.88,
  "total_charge": 0,
  "homo_lumo_gap_ev": 10.0287
}

No. 3
{
  "formula": "C13H20OS",
  "method": "ωB97M-V with the def2-TZVPD basis set",
  "symbols": ["C", "C", "C", "H", "H", "H", "C", "H", "C", "H", "S", "H", "H", "H", "C", "C", "H", "H", "H", "C", "O", "C", "C", "H", "C", "C", "H", "C", "H", "H", "H", "H", "H", "H", "H"],
  "coordinates": [[-0.083, -1.553, -2.393], [-0.675, 3.577, -3.275], [0.326, 4.247, -4.137], [-3.235, -0.298, -0.832], [-2.699, -2.302, 1.832], [3.270, -3.226, 2.348], [2.827, -2.396, 1.812], [-1.455, 3.318, -1.364], [-0.898, -3.285, 1.414], [-1.394, -0.384, 2.915], [-1.368, -1.673, -1.394], [3.305, -1.594, 2.248], [1.112, -4.242, 1.338], [0.376, 5.247, -3.903], [1.322, -2.301, 1.917], [0.732, 1.073, 3.419], [0.148, -0.664, -3.081], [1.189, 3.847, -3.907], [0.519, -2.469, -2.488], [-0.826, 3.906, -1.959], [1.376, -0.126, 3.029], [-0.811, -1.159, 2.369], [-2.327, -0.402, -1.430], [0.040, 1.494, 2.605], [0.620, -1.193, 2.495], [0.506, -3.371, 1.470], [0.114, 1.042, 4.352], [-1.578, -2.198, 1.939], [-0.285, 4.744, -1.646], [3.056, -2.656, 0.713], [-2.250, 0.305, -2.275], [-1.143, 2.714, -3.614], [1.483, 1.907, 3.665], [-1.457, -4.143, 1.025], [0.165, 4.214, -5.206]],
  "largest_force_ev_per_a": 5.2,
  "homo_ev": -7.57,
  "molar_mass_g_mol": 224.369,
  "e_tot_ha": -980.5664,
  "e_above_lowest_kcal_mol": 122.22,
  "total_charge": 0,
  "homo_lumo_gap_ev": 8.1360
}

No. 4
{
  "formula": "C13H21AlBClF10IMgN2O4P",
  "method": "ωB97M-V with the def2-TZVPD basis set",
  "symbols": ["F", "H", "C", "H", "H", "H", "F", "O", "C", "H", "F", "I", "N", "C", "H", "B", "H", "C", "F", "C", "H", "Cl", "C", "F", "F", "N", "O", "H", "C", "H", "F", "Al", "C", "C", "H", "C", "H", "C", "H", "H", "H", "H", "Mg", "F", "F", "H", "C", "C", "H", "P", "F", "O", "H", "O", "H", "H"],
  "coordinates": [[0.081, -0.354, 1.242], [-4.223, -3.674, 0.321], [-1.494, 1.265, 0.641], [-6.837, -6.542, 1.418], [-6.876, -5.107, 2.465], [-5.719, -2.752, 0.526], [-4.482, -1.369, 0.204], [-5.991, -4.463, -1.603], [-6.269, -5.679, 1.758], [5.190, -0.719, 1.311], [6.249, 3.405, -0.620], [2.296, 2.040, 3.281], [-5.909, -4.831, 0.645], [4.195, -0.193, 1.295], [-0.030, 0.954, -0.893], [6.019, 3.527, -1.974], [-0.402, 3.547, 0.569], [2.892, 3.710, 2.021], [7.079, 4.080, -2.628], [2.717, -0.662, -1.386], [2.533, -0.218, -2.367], [5.164, 2.606, -4.399], [-1.630, -1.191, -0.218], [-2.389, -0.633, -1.179], [4.842, 4.218, -2.228], [1.489, 2.667, 0.200], [3.600, 1.956, -0.559], [2.799, 4.329, -0.095], [-0.680, 1.779, -0.585], [-4.938, -3.515, 1.942], [-1.979, -0.531, 2.000], [-4.464, -0.479, -1.917], [0.131, 3.049, -0.247], [2.147, 3.945, 0.696], [-2.559, 1.491, 0.553], [-1.234, -0.201, 0.949], [-5.360, -6.021, 2.258], [-6.269, -5.138, -0.638], [-6.844, -6.072, -0.720], [0.149, 3.769, -1.074], [3.162, -1.649, -1.568], [-1.375, 2.030, -1.392], [5.756, -1.759, -0.215], [5.835, 2.122, -2.492], [-0.504, -1.742, -0.695], [1.397, 4.712, 0.903], [2.269, 2.291, -0.890], [-5.151, -3.627, 0.883], [1.816, -0.804, -0.777], [3.927, 0.377, -0.471], [-2.366, -2.128, 0.212], [1.923, 2.273, -2.019], [4.256, 0.635, 2.012], [3.753, 4.406, 2.389], [3.462, -0.944, 1.628], [-1.155, 1.816, 1.527]],
  "largest_force_ev_per_a": 3.8,
  "homo_ev": -12.07,
  "molar_mass_g_mol": 714.731,
  "e_tot_ha": -3483.0061,
  "total_charge": 2,
  "homo_lumo_gap_ev": 1.1616
}

No. 5
{
  "formula": "C13H21AsF6K3N4O11S",
  "method": "ωB97M-V with the def2-TZVPD basis set",
  "symbols": ["F", "C", "As", "H", "K", "H", "C", "O", "S", "H", "O", "C", "O", "H", "C", "C", "F", "C", "H", "C", "O", "K", "H", "O", "O", "H", "H", "C", "N", "C", "H", "H", "F", "H", "H", "O", "N", "O", "O", "O", "H", "C", "F", "F", "O", "H", "K", "H", "N", "F", "C", "H", "N", "C", "H", "H", "C", "H", "H", "H"],
  "coordinates": [[26.111, 11.052, -4.867], [27.741, 12.884, -14.505], [25.318, 11.552, -6.383], [17.590, 13.984, -7.856], [24.944, 12.439, -0.134], [21.576, 14.345, -16.207], [29.003, 12.223, -14.806], [14.200, 15.365, -5.584], [15.168, 14.465, -6.124], [31.383, 9.692, 2.985], [25.584, 4.975, -5.256], [21.374, 13.919, -14.099], [30.976, 9.134, 2.318], [29.236, 15.372, -15.871], [17.295, 14.868, -7.291], [23.413, 4.266, -5.354], [26.750, 10.834, -7.250], [30.179, 10.141, 1.946], [29.300, 11.185, -14.782], [17.637, 14.741, -5.750], [34.378, 14.492, -10.295], [30.178, 7.910, -4.224], [32.379, 12.648, -8.702], [32.646, 15.068, -9.142], [24.362, 5.457, -3.549], [23.117, 3.414, -4.741], [18.029, 15.680, -5.360], [32.810, 12.837, -9.686], [33.351, 14.244, -9.710], [29.845, 13.245, -15.361], [22.435, 16.692, -12.679], [22.549, 4.924, -5.445], [24.462, 9.922, -6.543], [30.900, 13.244, -15.591], [18.321, 13.907, -5.597], [14.772, 13.074, -6.397], [24.511, 4.973, -4.716], [16.425, 14.478, -5.085], [29.601, 10.103, 0.891], [16.000, 15.184, -7.354], [33.584, 12.167, -10.061], [29.106, 14.407, -15.404], [23.918, 12.039, -5.326], [24.481, 12.158, -7.899], [30.157, 11.180, 2.634], [17.817, 15.710, -7.746], [29.741, 16.142, -3.229], [23.679, 3.879, -6.338], [21.666, 14.676, -12.971], [26.093, 13.133, -6.142], [21.884, 16.040, -14.693], [26.876, 12.517, -13.972], [27.838, 14.142, -14.960], [21.674, 14.694, -15.189], [22.087, 16.927, -15.276], [21.769, 14.319, -12.031], [22.102, 15.918, -13.354], [21.092, 12.877, -14.081], [27.179, 14.881, -14.759], [31.938, 12.854, -10.339]],
  "largest_force_ev_per_a": 4.9,
  "homo_ev": -8.26,
  "molar_mass_g_mol": 747.599,
  "e_tot_ha": -6587.1650,
  "total_charge": 1,
  "homo_lumo_gap_ev": 3.5615
}

No. 6
{
  "formula": "C13H21BN6PdS",
  "method": "ωB97M-V with the def2-TZVPD basis set",
  "symbols": ["H", "N", "Pd", "C", "H", "N", "H", "H", "H", "C", "N", "C", "C", "H", "H", "C", "H", "H", "N", "H", "H", "H", "N", "N", "C", "C", "H", "H", "C", "H", "H", "H", "C", "H", "C", "H", "H", "S", "C", "B", "C", "H", "C"],
  "coordinates": [[-1.664, 0.457, 3.016], [-0.484, -2.686, -2.109], [1.131, 0.159, -0.221], [-1.010, -3.769, -2.773], [1.322, -0.969, 4.531], [1.078, -3.894, -2.842], [1.859, 3.038, -0.359], [-2.602, -4.916, -3.510], [-0.031, 4.794, 3.052], [-0.455, 2.722, 2.708], [-1.212, -1.738, -1.375], [0.942, -1.276, 1.931], [0.630, 1.726, 0.831], [-1.129, 2.641, 3.554], [1.488, 0.645, 3.801], [0.866, -2.769, -2.141], [-0.451, 3.357, -4.012], [1.478, 4.984, 1.096], [0.077, -0.673, 2.886], [-2.945, -4.143, -1.954], [1.686, -0.522, 1.478], [1.621, -1.987, 2.400], [0.078, 0.963, -1.812], [-0.062, -4.522, -3.235], [-2.464, -4.010, -2.925], [0.091, 2.023, -2.294], [-0.908, -0.807, -1.677], [-2.186, -1.853, -1.629], [-0.866, 0.273, 2.294], [-0.465, 4.188, -2.179], [-2.947, -3.181, -3.444], [1.980, -4.259, -3.092], [-0.235, 1.599, 1.911], [1.283, 3.734, -3.087], [1.236, 2.934, 0.521], [0.054, 0.240, 4.759], [-1.308, -0.211, 1.420], [2.082, -1.759, -1.536], [0.778, -0.158, 4.048], [0.113, 3.447, -2.943], [1.008, 4.038, 1.334], [0.380, -1.791, 1.153], [0.161, 3.931, 2.427]],
  "largest_force_ev_per_a": 0.4,
  "homo_ev": -8.78,
  "molar_mass_g_mol": 410.652,
  "e_tot_ha": -1387.3409,
  "e_above_lowest_kcal_mol": 13.43,
  "total_charge": 0,
  "homo_lumo_gap_ev": 8.4088
}